1.
The following is a DFT calculation (ωB97M-V with the def2-TZVPD basis set) of C42H45N3O3PRuS3SeSi as an isolated structure.

Calculated values
M	975.1	g mol⁻¹
calculated total energy	-172503.561	eV

The geometry in ORCA input format:
```
! RIJCOSX wB97M-V def2-TZVPD def2/J DEFGRID3
* xyz -2 2
Ru 0.653 0.965 -0.134
Se -0.444 0.686 -2.939
S 2.811 4.579 -1.833
S 0.639 3.174 -0.262
S 2.595 1.569 -1.410
P -1.370 0.803 0.993
Si 2.150 1.139 1.652
O 0.291 -1.194 -0.276
O 0.576 -3.287 0.437
O 2.005 -1.399 -2.224
N -3.481 -0.519 2.190
N -4.088 1.268 0.630
N -3.169 1.836 2.837
C -4.382 1.903 -3.685
C 1.449 1.639 4.481
C 5.880 -2.457 0.585
C 1.271 -3.778 -3.382
C -2.289 3.228 -3.369
C 3.510 5.047 2.363
C -3.015 1.914 -3.439
C -4.387 -0.065 1.137
C -3.058 -0.500 -3.313
C 1.029 -4.959 -4.074
C -3.485 0.472 3.263
C 2.704 3.922 2.261
C 0.452 -0.035 5.898
C 5.369 3.776 1.543
C 3.362 -2.500 -0.630
C 2.001 -2.491 -1.333
C -5.113 0.722 -3.754
C -1.765 1.930 2.404
C 0.877 -2.320 -0.263
C 3.544 -3.034 0.642
C -2.122 -0.745 1.674
C 1.774 -3.805 -2.087
C 1.798 -6.219 -2.189
C 4.557 2.654 1.453
C -2.384 -1.822 -3.075
C 1.292 -6.184 -3.483
C 4.848 4.976 2.004
C 3.209 2.700 1.812
C 1.471 0.762 3.396
C 0.934 1.253 5.714
C 4.456 -1.943 -1.287
C 5.703 -1.919 -0.684
C 1.008 -0.539 3.614
C -2.326 0.699 -3.258
C -2.800 1.270 -0.078
C -6.597 0.743 -4.012
C 2.137 3.210 -1.209
C 4.796 -3.015 1.243
C 0.505 -0.939 4.843
C 2.034 -5.041 -1.498
C -4.429 -0.468 -3.562
C -4.078 2.199 1.749
H 6.538 -1.461 -1.200
H 6.852 -2.422 1.064
H 4.971 1.725 1.076
H -1.635 3.356 -4.235
H -2.131 -1.493 0.879
H -3.115 -2.634 -3.065
H 3.158 0.045 1.497
H -5.402 -0.053 1.549
H -2.997 4.060 -3.334
H 0.150 -1.955 4.978
H 0.633 -4.914 -5.082
H 2.693 -3.449 1.168
H -6.827 1.130 -5.009
H 0.050 -0.337 6.858
H -2.836 0.573 -0.915
H 4.913 -3.413 2.244
H 1.106 -7.105 -4.023
H 1.137 -0.955 -2.206
H -1.508 -1.144 2.475
H -4.895 2.853 -3.813
H 6.407 3.717 1.236
H 1.056 -1.255 2.798
H -7.118 1.378 -3.290
H 3.086 5.987 2.698
H 1.073 -2.824 -3.851
H -3.807 3.192 1.381
H -4.350 -0.774 0.308
H -1.111 1.696 3.248
H -1.631 3.273 -2.499
H -2.768 0.169 4.030
H -1.544 2.957 2.098
H 1.651 4.007 2.509
H -2.610 2.256 -0.509
H -5.091 2.243 2.163
H -4.488 0.485 3.703
H 0.913 1.961 6.536
H -4.977 -1.407 -3.592
H 2.413 -5.076 -0.486
H -1.832 -1.816 -2.131
H 4.308 -1.491 -2.258
H -1.636 -2.024 -3.846
H 2.005 -7.170 -1.712
H 5.475 5.859 2.060
H 1.833 2.646 4.363
H -7.019 -0.260 -3.939
*
```

---

2.
The following is a DFT calculation (ωB97M-V with the def2-TZVPD basis set) of C20H27N6O2PtS3 as an isolated structure.

Calculated values
M	674.8	g mol⁻¹
calculated total energy	-69936.542	eV

The geometry in ORCA input format:
```
! RIJCOSX wB97M-V def2-TZVPD def2/J DEFGRID3
* xyz 3 5
Pt -1.257 1.220 -0.638
S 1.510 -1.071 -0.892
S -2.094 -0.373 -2.270
S 2.188 1.189 -3.200
O 1.360 -1.412 -2.271
O 0.703 -1.700 0.106
N 0.205 2.307 -1.964
N -3.955 -0.302 -4.097
N -3.126 2.502 -1.999
N -3.757 1.653 -2.918
N 7.097 -2.041 0.744
N 1.035 0.547 -0.777
C 3.574 -1.151 0.927
C -0.716 -3.004 2.584
C -1.615 2.011 1.436
C -0.554 1.321 2.079
C 1.103 1.320 -1.827
C -1.794 -0.777 2.052
C 4.197 -1.503 -1.392
C -1.711 3.504 1.494
C -2.637 -2.057 3.929
C -2.838 -0.132 1.375
C -0.650 -0.023 2.382
C -2.759 1.228 1.042
C 4.864 -1.401 1.327
C -1.982 -2.174 2.520
C 3.239 -1.204 -0.424
C 1.369 2.501 -3.921
C 5.860 -1.737 0.365
C 0.343 2.958 -3.126
C -3.359 0.396 -3.148
C 5.494 -1.761 -1.011
H -1.944 -1.595 4.627
H -4.558 2.014 -3.434
H -3.678 -1.258 -4.272
H -2.717 -2.675 1.882
H -2.001 3.948 0.540
H -2.489 3.766 2.216
H 6.244 -2.010 -1.748
H 7.363 -2.040 1.721
H 0.138 -0.490 2.952
H -0.308 3.783 -3.361
H -2.646 3.260 -2.490
H -3.667 1.745 0.742
H 0.297 1.890 2.431
H -0.779 3.951 1.827
H 7.809 -2.313 0.078
H -0.043 -2.665 3.368
H -3.756 -0.666 1.175
H 1.672 2.900 -4.869
H -0.190 -2.935 1.633
H 2.790 -0.933 1.634
H -3.548 -1.466 3.893
H 5.130 -1.374 2.373
H -2.882 -3.056 4.279
H -4.705 0.069 -4.665
H -3.817 2.916 -1.372
H 3.908 -1.560 -2.431
H -0.963 -4.042 2.783
*
```

---

3.
The following is a DFT calculation (ωB97M-V with the def2-TZVPD basis set) of an isolated ion of composition C5H14N2 and charge +1.

Calculated values
M	102.2	g mol⁻¹
calculated total energy	-8384.016	eV

The geometry in ORCA input format:
```
! RIJCOSX wB97M-V def2-TZVPD def2/J DEFGRID3
* xyz 1 2
N -1.317 -1.294 -1.905
N 0.356 0.205 1.031
C -0.722 -0.265 0.214
C -0.239 -0.583 -1.241
C 0.144 1.433 1.793
C 0.272 0.697 -1.898
C 1.140 -0.794 1.738
H 0.570 -1.307 -1.125
H 0.833 -1.789 1.415
H -2.015 -0.638 -2.237
H -0.949 -1.820 -2.687
H 1.172 1.014 -1.361
H 1.091 1.839 2.126
H -1.155 -1.159 0.651
H -1.507 0.489 0.154
H 2.169 -0.693 1.382
H 0.465 0.564 -2.956
H -0.360 2.149 1.155
H -0.511 1.179 2.632
H 1.007 -0.726 2.818
H -0.443 1.500 -1.701
*
```

---

Strongest force on any atom (eV/Å)
1.45 2.61 2.46